Record 1
The following is a DFT calculation (wB97M-V/def2-TZVPD) of C23H19N3O9Pt as an isolated structure.

Geometry as XYZ:
```
55
Properties=species:S:1:pos:R:3:forces:R:3
Pt 0.8799 -1.9052 -0.3581 -0.47 0.46 -1.30
C 0.7757 0.7319 1.0321 -0.03 0.04 0.04
N -0.0976 -0.2021 0.2899 0.11 -0.07 0.48
C -0.6700 0.5318 -0.8696 0.15 -0.03 0.03
C -1.2237 -0.6326 1.1751 0.03 0.02 0.04
C -1.8051 -1.8975 0.6201 -0.06 0.02 -0.05
C -3.1192 -2.2900 0.8275 -0.02 0.01 -0.02
C -3.5669 -3.5026 0.3138 -0.01 0.01 0.01
C -2.6926 -4.3038 -0.4102 0.01 0.02 -0.01
C -1.3794 -3.9000 -0.6294 0.02 -0.03 0.03
C -0.9116 -2.6892 -0.1178 0.07 -0.14 0.26
H 0.1800 1.5825 1.3725 0.00 0.05 0.03
H 1.5827 1.0567 0.3801 0.00 0.00 -0.02
H 1.2127 0.2051 1.8789 -0.01 0.01 0.00
H -1.1506 1.4527 -0.5187 -0.03 -0.05 -0.01
H -1.3802 -0.1180 -1.3772 -0.01 0.03 0.00
H 0.1418 0.7809 -1.5522 -0.02 -0.03 -0.01
H -1.9356 0.1884 1.2861 -0.02 0.07 0.02
H -0.7890 -0.8267 2.1586 0.01 0.00 -0.01
H -3.7943 -1.6480 1.3844 0.00 0.00 0.00
H -4.5935 -3.8145 0.4707 0.01 0.00 0.01
H -3.0387 -5.2503 -0.8130 0.00 0.00 0.00
H -0.6973 -4.5280 -1.1904 -0.01 0.02 -0.02
O 2.9364 -4.8205 -2.4860 -0.04 0.04 -0.06
C 2.7057 -3.7759 -1.8814 0.08 -0.10 0.13
O 1.5545 -3.5177 -1.3766 0.13 -0.21 0.32
C 3.8624 -2.7904 -1.7314 0.02 0.00 0.00
C 5.0677 -3.2391 -2.2214 0.00 0.01 -0.03
C 6.2184 -2.4537 -2.1989 -0.04 0.07 -0.16
C 6.1839 -1.1741 -1.6691 -0.01 0.00 -0.03
C 5.0015 -0.7230 -1.1500 0.03 -0.01 0.01
C 3.7668 -1.4680 -1.1692 0.08 0.02 -0.04
O 2.7093 -0.9119 -0.7617 -0.01 -0.01 0.24
N 5.0363 0.6090 -0.5483 -0.13 0.05 -0.09
O 5.6883 1.4712 -1.1250 0.05 -0.03 0.03
O 4.4450 0.7931 0.4937 0.03 -0.01 0.04
N 7.4594 -2.9622 -2.7261 0.19 -0.28 0.67
O 8.4599 -2.2561 -2.6461 -0.06 0.11 -0.23
O 7.4914 -4.1081 -3.1504 -0.07 0.08 -0.24
H 5.0895 -4.2320 -2.6459 0.00 0.00 0.00
H 7.0644 -0.5506 -1.6528 0.00 0.00 0.00
O -2.2465 2.5735 2.0918 -0.01 -0.06 0.01
C -2.6037 3.3960 1.2202 0.06 -0.04 -0.01
O -2.1194 3.5865 0.0860 -0.03 0.00 -0.04
C -3.8028 4.2910 1.5967 0.02 0.00 0.00
C -4.4058 4.1796 2.8445 -0.01 -0.01 0.00
C -5.4854 4.9838 3.1857 0.00 0.00 0.00
C -5.9775 5.9122 2.2764 0.00 0.00 0.00
C -5.3811 6.0289 1.0267 0.00 0.00 0.00
C -4.3005 5.2230 0.6930 0.00 0.01 0.00
H -4.0027 3.4446 3.5296 0.01 0.00 0.00
H -5.9465 4.8877 4.1627 0.00 0.00 0.00
H -6.8214 6.5403 2.5397 0.00 0.00 0.00
H -5.7618 6.7500 0.3115 0.00 0.00 0.00
H -3.8132 5.2918 -0.2713 0.00 -0.01 0.00
```
Forces are in eV/Å.

The value obtained for the molar mass is 676.50 g mol⁻¹. As for the charge: -2. Its HOMO energy is -3.139 eV. The energy relative to the best compared isomer or geometry (same formula, charge and spin) is 3.1 kcal per mole. The calculation puts the gap between HOMO and LUMO at 7.214 eV.

Record 2
The following is a DFT calculation (wB97M-V/def2-TZVPD) of C23H19N8O4PtSSe as an isolated structure.

Geometry as XYZ:
```
57
Properties=species:S:1:pos:R:3:forces:R:3
Pt 0.4384 -0.7606 -1.3498 0.21 0.25 -0.99
N -1.8347 -4.1447 4.2585 0.06 -0.05 -0.04
C -2.0891 -3.1301 3.3320 -0.02 -0.01 0.04
C -1.2904 -1.9896 3.2973 0.00 0.05 -0.02
C -1.5108 -1.0121 2.3451 0.03 -0.08 -0.06
C -2.5327 -1.1596 1.4178 -0.02 -0.10 0.10
C -3.3472 -2.2848 1.4559 0.07 0.10 -0.01
C -3.1228 -3.2635 2.4066 -0.02 -0.03 -0.01
S -2.7654 0.0848 0.1888 0.07 0.12 -0.11
O -2.1024 1.2691 0.6850 -0.10 0.02 0.02
O -4.1727 0.1591 -0.1059 -0.04 0.00 -0.01
N -1.8767 -0.3801 -1.0681 -0.23 -0.31 0.06
C -2.0647 -1.4860 -1.8063 -0.24 0.48 0.73
N -3.1758 -2.2370 -1.8173 0.28 -0.22 -0.54
C -3.1168 -3.3047 -2.6042 0.02 -0.03 0.04
C -2.0004 -3.6809 -3.3459 -0.11 0.02 0.01
C -0.8721 -2.8936 -3.2144 0.17 0.14 -0.14
N -0.9084 -1.7932 -2.4821 -0.14 -0.21 0.35
H -1.3394 -3.8569 5.0859 -0.02 0.01 0.01
H -2.6144 -4.7476 4.4615 -0.02 0.03 0.02
H -0.4840 -1.8792 4.0142 0.01 0.00 -0.01
H -0.8937 -0.1247 2.3076 0.01 0.02 0.01
H -4.1522 -2.3774 0.7418 -0.02 0.00 -0.05
H -3.7511 -4.1472 2.4334 0.00 0.00 0.00
H -4.0116 -3.9207 -2.6294 0.00 0.01 0.01
H -1.9952 -4.5687 -3.9589 -0.02 -0.01 0.01
H 0.0776 -3.1288 -3.6784 0.02 0.00 0.06
Se 1.5178 0.5038 -3.2985 -0.01 -0.33 0.66
C 3.2674 0.3175 -2.7359 -0.12 0.05 -0.14
N 4.3755 0.2503 -2.4132 0.03 0.07 0.03
O 0.2093 -2.7729 0.1742 -0.02 0.29 -0.11
C 1.1499 -3.4075 -0.3815 -0.03 0.12 -0.05
O 1.8787 -2.9806 -1.2895 0.13 -0.31 0.02
H 1.3375 -4.4322 -0.0034 -0.05 -0.05 0.03
C 2.1833 0.3459 2.2948 -0.04 0.06 0.00
C 1.8681 -0.3271 1.1361 0.13 0.01 -0.11
N 1.3353 0.3109 0.0810 0.09 0.06 0.13
C 1.1399 1.6293 0.1278 -0.05 -0.07 0.10
C 1.4242 2.3759 1.2660 -0.04 0.23 -0.08
C 1.9251 1.7068 2.3696 0.10 -0.06 0.09
C 1.0664 3.8072 1.3674 -0.08 -0.19 -0.05
C 1.1750 4.7988 0.4825 0.20 0.06 -0.14
C 1.8861 4.8322 -0.8147 -0.21 -0.07 0.29
C 1.7303 5.9319 -1.6506 -0.02 0.05 -0.09
C 2.4669 5.9427 -2.8191 -0.02 0.01 0.01
N 3.2977 4.9604 -3.1522 0.03 -0.10 0.02
C 3.3678 3.9455 -2.2892 -0.10 0.07 0.07
N 2.7102 3.8381 -1.1394 0.12 -0.06 -0.08
H 2.5880 -0.2004 3.1348 0.02 0.01 0.00
H 1.9936 -1.3929 1.0220 -0.01 0.00 0.00
H 0.6915 2.0676 -0.7495 0.00 0.02 -0.02
H 2.1182 2.2518 3.2866 0.00 0.00 -0.01
H 0.5938 4.0677 2.3100 -0.04 -0.03 -0.01
H 0.7335 5.7491 0.7645 0.04 0.01 0.01
H 1.0596 6.7419 -1.3975 0.01 0.00 0.00
H 2.3913 6.7725 -3.5145 0.01 0.00 -0.01
H 4.0275 3.1243 -2.5396 0.02 -0.06 -0.03
```
Forces are in eV/Å.

The value obtained for the molar mass is 777.56 g mol⁻¹. As for the charge: -1. Its HOMO energy (spin up / spin down) is -4.368 / -4.367 eV. The energy relative to the best compared isomer or geometry (same formula, charge and spin) is 21.6 kcal per mole. The calculation puts the gap between HOMO and LUMO (spin up / spin down) at 6.270 / 6.269 eV.

Record 3
The following is a DFT calculation (wB97M-V/def2-TZVPD) of a 14-piece molecular cluster, C23H20BCl56N2O5P2S overall.

Geometry as XYZ:
```
110
Properties=species:S:1:pos:R:3:forces:R:3
N -0.6311 1.7828 0.1043 0.25 -0.60 -0.28
P -0.8616 0.7321 1.5388 -0.03 0.97 1.44
C -1.0880 2.1629 2.7925 -0.55 0.22 0.13
C -2.5616 2.3877 3.2011 0.65 0.43 0.03
C -2.7943 3.8252 3.6957 0.14 -0.08 -0.24
O -3.4131 4.6469 2.6979 -0.11 -0.02 0.14
C -1.1390 -0.6283 2.8954 0.00 -0.13 0.20
B -2.5481 -1.3135 2.9264 0.08 -0.25 0.10
O -3.7489 -0.6380 2.9311 0.33 0.29 -0.15
O -2.6345 -2.7074 3.0092 -0.36 0.11 -0.38
C 1.0601 0.7001 1.8457 0.36 -0.20 -0.03
C 1.8104 -0.4877 1.8554 0.15 -0.04 0.04
C 3.1819 -0.4796 2.0798 -0.24 0.48 0.03
C 3.7960 0.7482 2.3227 -0.36 -0.10 0.00
C 2.9838 1.8798 2.3247 0.24 -0.19 -0.01
N 1.6718 1.8746 2.0846 0.08 -0.29 -0.13
P -0.7357 -0.9404 -0.1038 -1.10 0.46 -0.81
O 0.6006 -0.7195 -1.0425 0.20 -0.56 0.07
O -0.6351 -2.5106 0.4840 0.73 0.07 -0.05
S -2.2757 -0.8823 -1.3044 -0.21 -0.25 0.08
H -1.2354 2.5910 0.0954 0.01 0.10 -0.02
H 0.3286 2.0199 -0.0980 -0.04 0.29 0.23
H -2.2599 0.7206 1.2457 0.06 -0.10 -0.33
H -0.5236 2.0043 3.7178 0.18 -0.11 -0.15
H -0.7227 3.1123 2.3848 0.18 -0.20 -0.16
H -2.8215 1.6771 3.9867 -0.30 -0.11 -0.21
H -3.2162 2.2554 2.3337 -0.16 -0.31 0.23
H -1.8368 4.2961 3.9521 0.01 -0.12 0.27
H -3.4367 3.8388 4.5767 -0.14 0.18 -0.12
H -2.9900 4.4308 1.8607 0.00 0.03 -0.03
H -0.9609 -0.1958 3.8917 -0.01 0.17 -0.11
H -0.4090 -1.4381 2.8147 0.02 0.10 0.03
H -4.3830 -1.0776 2.3563 -0.21 -0.22 0.28
H -1.9673 -3.1207 2.4515 0.30 0.00 0.20
H 1.3147 -1.4398 1.6986 -0.02 0.07 -0.01
H 3.7531 -1.4019 2.0768 -0.03 0.03 -0.01
H 4.8581 0.8242 2.5251 -0.06 0.04 -0.04
H 3.4357 2.8472 2.5328 -0.10 0.03 -0.05
H 1.3111 -1.3404 -0.8553 0.09 0.15 0.12
H 0.1306 -2.9815 0.1329 -0.12 -0.20 -0.06
C -0.7515 1.4599 -4.7858 0.13 0.10 0.12
Cl -2.3058 0.7340 -5.2137 0.02 0.00 0.00
Cl 0.5658 0.4405 -5.3940 -0.03 -0.05 -0.09
Cl -0.6167 3.0574 -5.5537 0.08 0.11 0.14
Cl -0.6111 1.6150 -3.0536 -0.21 -0.09 0.09
C 3.9905 2.1289 -6.2272 -0.24 -0.16 0.07
Cl 2.8539 2.8322 -7.3807 0.04 -0.01 -0.02
Cl 3.8157 0.3705 -6.2354 -0.44 0.03 -0.32
Cl 5.6448 2.5535 -6.6901 -3.54 6.89 -1.28
Cl 3.6478 2.7415 -4.6103 0.09 -0.01 -0.07
C 2.6037 4.7943 -1.0489 -0.01 0.02 0.10
Cl 1.4985 3.5881 -1.6962 0.14 0.09 -0.17
Cl 2.1668 5.1575 0.6183 0.10 -0.03 0.01
Cl 4.2611 4.1684 -1.1067 0.01 -0.03 0.00
Cl 2.5093 6.2672 -2.0293 0.11 0.01 -0.03
C 3.1338 -4.6403 0.1235 0.00 0.08 -0.13
Cl 1.5624 -5.4464 0.0675 -0.01 0.04 0.01
Cl 4.3070 -5.5552 -0.8172 0.26 -0.21 0.33
Cl 3.0055 -3.0333 -0.6109 0.06 0.09 0.05
Cl 3.6598 -4.4780 1.7976 0.00 -0.04 -0.02
C -5.0307 -4.4399 0.6961 0.22 0.04 0.19
Cl -5.5823 -5.5607 -0.5625 -0.02 -0.03 0.03
Cl -6.1934 -3.1107 0.8399 -0.04 0.02 -0.03
Cl -4.9282 -5.2782 2.2499 -0.19 -0.06 0.00
Cl -3.4526 -3.8029 0.2993 -0.10 -0.03 -0.48
C 3.1391 -4.5143 -4.8732 -0.01 0.21 0.05
Cl 2.4215 -5.2098 -3.4245 -0.21 -0.10 -0.21
Cl 2.4398 -2.9168 -5.1506 -0.08 0.07 -0.04
Cl 4.8822 -4.3271 -4.6480 -0.06 -0.30 0.10
Cl 2.8138 -5.5563 -6.2609 0.03 -0.03 0.01
C 6.6623 -5.3578 -8.7060 -0.10 -0.03 -0.02
Cl 8.1502 -4.7540 -7.9814 -0.01 0.05 0.02
Cl 5.3676 -4.1609 -8.5528 0.03 -0.17 -0.17
Cl 6.9392 -5.6903 -10.4200 0.00 -0.02 -0.02
Cl 6.1707 -6.8424 -7.8859 0.00 -0.03 0.01
C 6.9012 -0.7454 -5.5449 1.00 -0.70 -0.24
Cl 8.5788 -1.0714 -5.0824 0.27 -0.22 0.24
Cl 6.3006 -2.0787 -6.5313 0.10 0.24 -0.01
Cl 5.9087 -0.5917 -4.0933 0.29 -0.03 0.22
Cl 6.8278 0.7580 -6.4694 2.62 -5.68 1.49
C -6.9235 -9.2736 1.4297 0.01 0.03 0.02
Cl -5.3519 -8.6864 1.9605 0.02 -0.09 0.01
Cl -8.0512 -7.9223 1.3167 -0.01 0.01 0.00
Cl -6.7642 -10.0425 -0.1546 0.00 -0.01 -0.02
Cl -7.5395 -10.4570 2.5942 0.00 -0.02 0.00
C -3.7103 3.2357 8.1915 0.01 0.03 -0.03
Cl -5.2767 3.2614 7.3805 -0.01 -0.01 -0.01
Cl -3.3002 4.8686 8.7301 -0.11 0.00 0.09
Cl -3.7853 2.1538 9.5887 0.00 0.01 0.02
Cl -2.4762 2.6655 7.0716 0.04 -0.09 -0.02
C 0.8467 6.4670 8.1155 -0.01 -0.01 -0.02
Cl -0.2071 5.3425 7.2709 0.10 0.01 -0.07
Cl 0.5271 6.3796 9.8547 0.00 0.00 0.02
Cl 2.5367 6.0509 7.8106 0.01 0.00 0.00
Cl 0.5374 8.1131 7.5489 0.00 0.02 0.00
C -2.2949 3.6940 -9.4852 0.03 -0.02 0.01
Cl -3.5969 4.7734 -8.9735 -0.01 0.01 0.00
Cl -2.6236 3.1200 -11.1278 0.00 0.00 -0.01
Cl -0.7635 4.5830 -9.4758 0.02 0.02 0.00
Cl -2.1859 2.3338 -8.3815 -0.13 -0.08 -0.18
C -1.0066 7.7377 -0.1239 0.04 -0.02 -0.04
Cl -0.1769 9.0076 -1.0425 0.02 0.01 0.00
Cl -2.7254 8.1219 -0.0233 -0.05 -0.01 0.00
Cl -0.7872 6.1941 -0.9455 -0.20 -0.01 0.05
Cl -0.3292 7.6575 1.5035 -0.02 -0.02 0.01
C -3.2445 -5.9788 6.2540 0.00 0.04 -0.11
Cl -1.6692 -6.6407 6.7195 0.02 -0.03 0.02
Cl -3.0413 -4.7664 5.0053 0.05 0.09 0.11
Cl -4.2665 -7.2922 5.6409 -0.03 -0.05 -0.01
Cl -4.0147 -5.2606 7.6755 -0.01 0.00 0.03
```
Forces are in eV/Å.

The value obtained for the molar mass is 2494.62 g mol⁻¹. As for the charge: -1. Its HOMO energy is -4.860 eV. The calculation puts the gap between HOMO and LUMO at 6.098 eV.

Record 4
The following is a DFT calculation (wB97M-V/def2-TZVPD) of C23H20Cl2O4PYb as an isolated structure.

Geometry as XYZ:
```
51
Properties=species:S:1:pos:R:3:forces:R:3
C -0.8093 -1.7244 1.8101 -0.10 0.60 -0.83
C -0.9468 -1.8718 0.4516 -0.14 0.58 1.70
C 0.3383 -2.2469 -0.0940 1.83 -0.36 0.68
H -1.8347 -1.6975 -0.1613 0.18 -0.15 0.36
C 1.2798 -2.2772 0.9039 -0.44 -0.02 -1.34
C 0.6804 -1.8759 2.2490 -1.24 -0.78 -1.41
H 0.8142 -2.7215 2.9623 -0.10 0.59 -0.08
H -1.5625 -1.3843 2.5111 -0.05 -0.42 -0.26
H 0.4870 -2.4401 -1.1538 0.23 -0.04 0.28
H 2.3409 -2.5149 0.7730 -0.47 0.15 0.04
Yb 0.1715 1.1183 2.0876 1.87 -2.76 -0.17
Cl 1.5199 1.7205 -0.0220 -0.41 0.28 1.66
P -0.0056 0.4318 -2.4561 -0.60 -0.47 -0.22
C 1.2063 -0.6324 -3.3215 0.34 0.00 -0.20
C 0.9270 -1.3717 -4.4818 0.42 -0.12 0.25
H -0.0542 -1.3266 -4.9578 0.30 0.02 0.20
C 1.9152 -2.2010 -5.0194 0.04 0.03 0.10
H 1.6857 -2.8075 -5.8974 0.12 0.18 0.22
C 3.1814 -2.2646 -4.4328 -0.04 0.01 -0.02
H 3.9423 -2.9273 -4.8493 -0.23 0.21 0.08
C 3.4815 -1.4856 -3.3117 -0.10 -0.08 -0.16
H 4.4808 -1.5210 -2.8745 -0.30 0.01 -0.10
C 2.4955 -0.6798 -2.7530 -0.33 -0.13 -0.27
H 2.7043 -0.0750 -1.8719 -0.01 -0.16 -0.11
C -1.5796 -0.0874 -3.2450 -0.28 -0.11 -0.22
C -1.9667 -1.4451 -3.1831 -0.31 0.40 -0.07
H -1.2680 -2.2114 -2.8453 -0.09 0.24 0.00
C -3.2518 -1.8305 -3.5619 0.03 0.24 0.06
H -3.5467 -2.8805 -3.4978 0.08 0.33 -0.03
C -4.1671 -0.8658 -3.9944 0.08 0.13 -0.01
H -5.1915 -1.1550 -4.2252 0.25 0.05 -0.06
C -3.7743 0.4704 -4.1157 -0.03 -0.26 0.15
H -4.4809 1.2188 -4.4747 0.15 -0.21 0.06
C -2.4862 0.8607 -3.7496 0.04 -0.47 0.08
H -2.1831 1.9022 -3.8537 -0.09 -0.24 0.08
C 0.2855 2.0587 -3.2240 0.09 0.38 -0.07
C 0.8288 2.1930 -4.5052 -0.07 0.59 0.10
H 1.0719 1.3147 -5.1025 -0.06 0.19 0.17
C 1.0704 3.4728 -5.0172 0.02 -0.06 0.04
H 1.4930 3.5794 -6.0197 -0.13 0.00 0.34
C 0.7925 4.6074 -4.2510 -0.05 -0.05 0.01
H 1.0021 5.6027 -4.6516 -0.06 -0.35 0.11
C 0.2478 4.4763 -2.9689 0.03 0.04 -0.45
H 0.0350 5.3678 -2.3771 0.05 -0.28 -0.12
C -0.0141 3.2082 -2.4686 0.30 -0.21 -0.36
H -0.3891 3.0987 -1.4599 -0.08 -0.04 -0.06
O -1.0367 1.9151 3.7990 0.59 -0.87 -0.31
Cl -0.7688 0.7903 4.8888 0.80 -0.95 0.72
O 0.7276 0.7461 5.0636 -2.30 0.41 -0.67
O -1.2815 -0.4900 4.2946 0.70 2.10 0.78
O 1.1468 -0.6567 2.7182 -0.45 1.78 -0.68
```
Forces are in eV/Å.

The value obtained for the molar mass is 635.33 g mol⁻¹. Its HOMO energy (spin up / spin down) is -7.941 / -7.941 eV. The energy relative to the best compared isomer or geometry (same formula, charge and spin) is 0.0 kcal per mole. The calculation puts the gap between HOMO and LUMO (spin up / spin down) at 6.987 / 6.121 eV. The spin multiplicity is 2.